Record 1
ORCA calculation (ωB97M-V/def2-TZVPD) on a 2-piece molecular cluster, C26H49ClFN2O3S overall.

LUMO in eV: -3.309
Charge: +1

Structure (XYZ):
```
83
Properties=species:S:1:pos:R:3:forces:R:3
C 5.6125 0.6915 3.7777 -0.09 -0.08 0.64
C 4.5924 1.8512 3.4563 0.58 0.15 0.07
C 4.6757 2.4104 1.9954 -0.06 0.10 -0.24
C 4.2969 1.3875 0.8726 0.38 -0.74 0.60
C 2.8339 0.7557 1.0582 1.85 0.55 -0.08
C 3.0423 -0.6414 1.7283 -1.38 -0.18 -0.68
C 1.7350 -1.5465 1.7593 3.73 -1.45 -0.78
F 2.1296 -2.6154 2.5982 -0.84 0.90 0.09
N 0.6074 -0.8915 2.4349 0.11 -0.35 1.00
C -0.6777 -0.6507 1.7003 -2.15 2.55 -1.25
N -1.1919 0.7030 2.0793 -1.94 -2.17 0.36
C -2.0000 0.6692 3.1065 0.33 0.87 0.97
C -1.4178 0.4882 4.5772 -1.07 -0.14 -1.48
C -3.5432 0.8367 3.0289 0.59 0.26 -0.38
C -0.4902 -0.6781 0.1424 0.94 -0.28 0.07
C -1.6321 -0.0078 -0.6981 -0.79 1.26 0.59
C -3.1118 -0.3231 -0.2463 -0.30 0.18 -0.14
C -1.4034 -0.0025 -2.2509 0.29 -0.45 0.38
C -1.7779 -1.2889 -3.0493 -0.19 0.27 -1.82
C -3.2963 -1.3400 -3.5362 0.38 -0.31 1.65
C 0.0248 -2.1073 -0.2533 1.30 0.51 0.59
C -0.7768 -3.3674 0.1415 -0.67 -0.64 -1.19
Cl -0.5545 -3.9282 1.8959 0.00 0.50 -0.52
C -2.3211 -3.4079 -0.1114 -0.26 -0.91 0.80
C -2.7438 -4.9225 -0.3100 -0.24 0.68 -0.11
C 1.5378 -2.1409 0.3218 -1.63 -0.20 -0.59
S 2.3604 -3.7845 0.0566 0.24 0.25 0.10
H 5.1004 -0.2675 4.0549 0.42 0.78 -0.38
H 6.3379 0.4676 2.9641 -0.55 0.27 0.46
H 6.1964 0.9733 4.6915 -0.36 -0.28 -0.87
H 4.8567 2.7030 4.1358 -0.46 -0.67 -0.58
H 3.5670 1.5145 3.7408 0.57 0.38 -0.32
H 5.7284 2.7709 1.8472 -0.87 -0.37 -0.02
H 4.0275 3.3170 1.8845 0.42 -0.67 0.23
H 5.0247 0.5333 0.9612 -0.56 0.73 -0.21
H 4.4461 1.7808 -0.1629 -0.27 0.00 0.96
H 2.2772 1.4984 1.6816 -0.06 -0.73 -0.55
H 2.4322 0.6887 0.0159 -0.13 -0.12 1.08
H 3.4520 -0.6143 2.7619 -0.27 0.25 -0.73
H 3.7496 -1.2126 1.0739 -0.53 0.34 0.79
H 0.3825 -1.4339 3.2849 0.25 -0.12 -0.40
H 0.9266 0.0228 2.7928 -0.23 -0.15 -0.43
H -1.4892 -1.3601 1.9981 1.37 0.03 -0.14
H -2.1626 0.8986 5.2941 0.80 -0.42 -0.26
H -1.3015 -0.6120 4.7364 0.09 0.73 0.22
H -0.4592 1.0471 4.5905 -0.61 -0.54 0.31
H -3.9805 -0.2015 3.0117 0.57 0.69 0.11
H -3.8565 1.3034 2.0646 0.34 -0.24 0.87
H -3.9763 1.3473 3.9152 0.33 -0.25 -0.65
H 0.3941 0.0040 -0.0373 -0.77 -0.59 0.07
H -1.5333 1.0811 -0.4268 0.12 -1.06 -0.09
H -3.6654 -1.0024 -0.9292 0.52 0.44 0.45
H -3.1885 -0.7548 0.7784 0.17 0.29 -0.79
H -3.6987 0.6330 -0.2154 0.55 -0.80 -0.12
H -0.3185 0.2573 -2.4126 -0.84 -0.32 0.06
H -1.9677 0.8488 -2.7069 0.38 -0.70 0.52
H -1.2000 -1.2377 -4.0102 -0.29 -0.02 0.96
H -1.4850 -2.2602 -2.5919 -0.26 0.79 -0.07
H -3.3998 -1.7803 -4.5482 0.05 0.43 0.67
H -3.8485 -1.9813 -2.7940 0.16 0.44 -0.92
H -3.7598 -0.3280 -3.4533 0.38 -0.74 -0.44
H 0.1838 -2.1163 -1.3637 -0.41 -0.20 0.96
H -0.3547 -4.2231 -0.4481 -0.11 0.83 0.67
H -2.6873 -2.8363 -0.9878 0.67 -0.23 0.57
H -2.8183 -2.9915 0.8049 0.29 -0.31 -0.89
H -2.5052 -5.2018 -1.3685 -0.12 -0.01 0.98
H -3.8451 -5.0505 -0.1599 0.91 0.12 -0.17
H -2.2190 -5.5869 0.4157 -0.36 0.46 -0.65
H 2.0893 -1.4622 -0.3797 -0.32 -0.73 0.66
H 1.9674 -4.6114 1.0857 -0.08 1.03 -0.50
C -1.5284 5.0519 -3.9602 -0.25 -0.15 0.42
C -0.6187 3.8790 -4.2603 -0.35 0.82 0.21
C 0.0095 3.9297 -5.6260 0.37 0.22 -0.23
O 0.1758 2.5469 -5.9410 -0.23 -0.14 0.19
C -0.7609 1.8592 -5.2429 -0.05 -0.26 -0.19
O -1.0266 0.7134 -5.4227 0.02 0.18 0.11
O -1.3599 2.6543 -4.3151 0.29 -0.27 -0.27
H -2.4840 4.9497 -4.4774 0.15 0.00 -0.17
H -1.7522 5.0921 -2.8924 0.02 0.06 -0.06
H -1.0659 5.9983 -4.2443 0.05 -0.07 -0.02
H 0.1422 3.7816 -3.4790 0.03 -0.08 -0.09
H 0.9714 4.4416 -5.6203 0.02 -0.19 -0.08
H -0.6317 4.3892 -6.3837 -0.08 -0.01 0.13
```
Positions in Å, forces in eV/Å.

Results of the Löwdin charge analysis, in e, for atoms 1 through 8:
1. C -0.111
2. C -0.253
3. C -0.219
4. C -0.187
5. C -0.168
6. C -0.100
7. C -0.425
8. F -0.050



Record 2
ORCA calculation (ωB97M-V/def2-TZVPD) on a 2-piece molecular cluster, C4H7N3 overall.

LUMO in eV: -9.201
Relative energy (zero: lowest compared OMol25 entry of this formula, charge and spin) in kcal/mol: 56.9
Charge: +2

Structure (XYZ):
```
14
Properties=species:S:1:pos:R:3:forces:R:3
C 2.9785 1.7511 0.0239 -2.09 0.16 -0.34
C -0.9572 -1.8924 -0.1276 0.88 -0.44 0.57
C -0.4087 2.3397 0.4069 -1.01 -4.76 -0.51
C -1.0399 -1.4366 -1.3059 -1.07 -2.44 -1.37
N 1.8445 1.8420 0.2385 5.61 1.11 -0.63
N 0.6375 1.6107 0.3628 -3.90 -1.25 0.44
N -0.8958 -2.4457 1.0077 0.41 0.46 -2.28
H 3.9154 1.5368 -0.4730 0.28 0.25 0.53
H -0.5575 3.3474 0.3955 0.14 2.96 0.09
H -1.3078 1.6186 0.3437 1.08 1.82 0.44
H -1.4774 -2.3152 -1.9597 0.33 1.98 0.86
H -0.7466 -0.5038 -1.7240 0.41 0.37 -0.27
H -0.3828 -3.2774 1.2092 1.04 -0.46 0.27
H -1.6022 -2.1752 1.6020 -2.11 0.23 2.21
```
Positions in Å, forces in eV/Å.

Results of the natural (NBO) charge analysis, in e, for atoms 1 through 8:
1. C 0.400
2. C 0.500
3. C 0.131
4. C -0.438
5. N -0.037
6. N -0.262
7. N -0.633
8. H 0.322



Record 3
ORCA calculation (ωB97M-V/def2-TZVPD) on C5H6Cl3NO5 as an isolated structure.

LUMO in eV: -0.433
Relative energy (zero: lowest compared OMol25 entry of this formula, charge and spin) in kcal/mol: 19.5
Charge: 0

Structure (XYZ):
```
20
Properties=species:S:1:pos:R:3:forces:R:3
C 0.2442 1.1590 -0.2214 -0.24 0.03 3.02
C 0.2818 1.6677 1.2174 -1.22 1.65 -2.08
C -0.0125 -2.0646 -1.1831 -1.33 1.48 -3.86
C -0.9531 -0.3103 -1.5848 0.57 -2.88 -0.52
C -2.4014 -0.7783 -1.8591 -0.01 -0.43 0.43
N 1.1885 -1.6100 -0.6526 0.33 1.95 4.51
O 2.2279 -1.5542 -1.2313 0.74 -0.41 -1.43
O 1.0783 1.3421 -1.0420 0.72 0.41 -1.51
O 1.0757 -1.1305 0.5319 0.17 -1.12 -1.55
O -0.5270 0.2972 -2.7158 1.07 0.15 1.46
O -0.8560 0.3513 -0.3776 -0.09 0.52 -1.08
Cl -3.3516 0.7013 -2.0503 -0.30 -0.28 0.12
Cl -3.0118 -1.8118 -0.5140 -0.18 0.75 -0.38
Cl -2.4501 -1.7505 -3.3477 0.01 0.29 0.30
H 1.2563 1.9801 1.5124 0.69 0.13 -0.02
H -0.0632 0.8530 1.7558 -0.60 -1.34 1.52
H -0.4414 2.5246 1.3157 0.65 -0.82 -0.05
H 0.2095 -2.5600 -2.2003 -0.81 0.61 1.86
H -0.6856 -2.4643 -0.4459 0.29 -0.38 -0.05
H 0.2892 0.7947 -2.3937 -0.45 -0.29 -0.70
```
Positions in Å, forces in eV/Å.

Results of the natural (NBO) charge analysis, in e, for atoms 1 through 8:
1. C 0.851
2. C -0.698
3. C -0.349
4. C 0.588
5. C -0.142
6. N 0.470
7. O -0.336
8. O -0.583



Record 4
ORCA calculation (ωB97M-V/def2-TZVPD) on C17H18AsF6IrNO10SSe as an isolated structure.

Multiplicity: 2
LUMO (alpha / beta) in eV: 4.230 / 3.707
Relative energy (zero: lowest compared OMol25 entry of this formula, charge and spin) in kcal/mol: 9.8
Charge: -2

Structure (XYZ):
```
56
Properties=species:S:1:pos:R:3:forces:R:3
Ir -0.7639 0.7232 -0.7040 -0.01 0.00 -0.05
O -1.8360 1.1137 -4.2590 -0.01 -0.01 -0.01
S -1.6331 1.8482 -3.0348 0.03 -0.02 0.05
O -2.0102 3.2388 -3.0851 -0.01 0.02 0.00
O -2.3749 1.1413 -1.8502 0.01 0.02 -0.03
O -0.1975 1.6790 -2.5187 -0.03 0.00 -0.07
C 2.4418 2.2739 -4.3413 -0.01 0.00 0.00
As 2.6827 0.5546 -3.4319 0.01 -0.01 0.00
C 4.2799 0.0011 -4.4684 -0.01 0.01 0.01
C 1.3958 -0.4791 -4.4792 0.00 0.00 0.00
H 2.4160 2.1374 -5.4248 0.00 0.00 0.00
H 3.2581 2.9473 -4.0758 0.00 0.00 0.00
H 1.5013 2.6997 -3.9975 0.00 0.00 0.00
H 4.1105 0.1277 -5.5403 0.00 0.00 0.00
H 4.4990 -1.0481 -4.2643 0.00 0.00 0.00
H 5.1426 0.5995 -4.1691 0.00 0.00 0.00
H 1.6092 -0.3678 -5.5452 -0.01 0.01 0.00
H 0.3933 -0.1130 -4.2630 -0.01 0.00 -0.01
H 1.4492 -1.5312 -4.1979 0.01 0.00 0.01
C 3.3801 0.9220 1.2651 0.00 -0.03 0.03
C 3.2195 -0.3941 0.5214 0.04 0.02 -0.07
C 1.8529 -0.5475 -0.0731 -0.11 0.01 -0.03
N 0.9346 0.2805 0.0246 0.10 0.00 0.12
H 4.4018 1.0270 1.6366 0.00 0.01 0.00
H 2.6950 0.9734 2.1119 0.00 0.00 0.00
H 3.1451 1.7614 0.6115 0.00 0.01 -0.01
H 3.4143 -1.2595 1.1609 -0.01 0.01 0.02
H 3.9195 -0.4575 -0.3177 0.01 0.00 0.02
O -0.3666 -3.0533 0.1348 0.00 -0.01 -0.01
Se 0.1625 -2.3793 -1.2162 0.02 -0.04 0.03
O 0.4869 -3.3471 -2.4442 0.00 0.00 0.00
O -0.7018 -1.0668 -1.7411 -0.02 0.04 -0.02
O 1.7708 -1.7248 -0.8143 -0.01 0.01 -0.01
F -5.4660 -3.2863 6.5323 0.00 0.00 0.00
C -4.1862 -3.6204 6.2382 0.00 0.00 0.00
F -3.4837 -3.3743 7.3751 0.00 0.00 0.00
F -4.1693 -4.9595 6.0769 0.00 0.00 0.00
C -3.6559 -2.8812 5.0587 0.00 0.00 0.00
C -3.8845 -1.5117 4.9593 0.00 -0.01 0.00
C -3.3726 -0.7988 3.8933 0.01 0.00 -0.01
C -2.6160 -1.4367 2.8986 0.03 -0.12 -0.05
C -2.3941 -2.8170 3.0139 0.00 -0.02 0.00
C -2.9075 -3.5294 4.0823 0.00 0.01 0.00
C -2.0782 -0.7237 1.7942 -0.10 0.26 0.10
C -1.6114 -0.1147 0.8565 0.06 -0.15 -0.02
H -4.4701 -1.0068 5.7181 0.00 0.00 0.00
H -3.5495 0.2648 3.8071 0.00 0.00 0.00
H -1.8127 -3.3053 2.2420 0.01 0.01 0.00
H -2.7301 -4.5942 4.1563 0.00 0.00 0.00
F 0.0901 5.7955 0.2970 0.00 0.00 0.01
C -0.5107 4.7171 0.8236 -0.01 0.00 -0.02
F -0.1826 4.6946 2.1396 0.00 0.00 -0.01
F -1.8287 4.9223 0.7544 -0.01 0.00 0.00
C -0.0260 3.4051 0.1424 0.11 0.01 0.01
O 1.1248 3.3568 -0.2217 -0.03 -0.01 0.01
O -0.9577 2.5230 0.1523 -0.05 -0.04 0.01
```
Positions in Å, forces in eV/Å.

Results of the natural (NBO) charge analysis, in e, for atoms 1 through 8:
1. Ir 1.381
2. O -0.995
3. S 2.556
4. O -0.992
5. O -0.926
6. O -1.026
7. C -0.958
8. As 0.907